Computed, not measured: an isolated ion of composition C6H9BrClO2 and charge -1 in a non-equilibrium geometry, with ωB97M-V/def2-TZVPD.

Element x y z (Å)
C  -1.40150  -1.63890  0.29788
C  2.21251  0.60510  1.22856
C  -1.19119  -0.24317  -1.79000
C  1.26142  0.18768  0.02595
C  -0.06428  0.80395  0.52139
C  -1.35197  -0.15997  -0.21035
O  -2.46055  -2.01057  0.78848
O  -0.36317  -2.20377  -0.00365
Cl  -0.21359  2.46267  0.14208
Br  -2.98596  0.81795  0.00140
H  2.21726  1.59339  1.77341
H  3.19851  0.22655  0.91023
H  1.92004  -0.22801  1.96404
H  -0.15573  -0.75930  -1.91056
H  -1.01513  0.79338  -2.18664
H  -2.12394  -0.82150  -2.16016
H  1.26166  -0.93619  -0.14006
H  1.45657  0.76294  -0.83419
H  -0.20096  0.74778  1.58220

Output
Kohn-Sham gap	7.95	eV
LUMO energy	0.120	hartree
SMILES string	CC[C@@H](Cl)[C@](C)(Br)C(=O)[O-]
charge	-1